Computed, not measured: a cluster of 4 separate species, C5H12O3 in total at a distorted geometry, with ωB97M-V/def2-TZVPD.

Positions of all 20 atoms, in Å:
O1 2.481 -0.177 1.132
C1 1.677 0.396 0.243
C2 0.346 -0.402 -0.127
C3 -0.957 0.154 0.262
C4 -1.561 1.238 -0.323
C5 -1.267 1.735 -1.581
H1 1.384 1.448 0.454
H2 0.597 -1.387 0.188
H3 0.428 -1.970 2.668
H4 -1.382 -0.247 1.218
H5 0.318 -0.424 -1.260
H6 -2.528 1.636 -0.002
H7 -1.730 2.695 -1.746
H8 -0.416 1.312 -2.106
H9 2.240 0.429 -0.724
H10 1.720 -1.571 -3.253
O2 1.376 -1.067 -2.494
H11 0.182 -1.508 3.194
H12 -3.148 -0.895 2.644
O3 -2.240 -0.987 2.304

The multiplicity is 2. The energy relative to the best compared isomer or geometry (same formula, charge and spin) comes out at 943.2 kJ/mol. Its total energy is -422.747051 Ha. As for the total charge: +1. As for the LUMO energy (spin up / spin down): -6.62 / -6.77 eV. The calculation puts the orbital gap (spin up / spin down) at 8.040 / 7.318 eV.